--- a ---
This record from OMol25 describes an isolated ion of composition C7H16N and charge +1. The level of theory is ωB97M-V/def2-TZVPD.

Each line ends with the Mulliken charge.
Positions of all 24 atoms, in Å:
C 1.14827 -2.16487 -0.63585  -0.630
C 0.43863 -0.84000 -0.87516  -0.799
C -1.01854 -0.78616 -0.39241  -0.757
C -1.14641 0.07727 0.88408  -0.708
C -0.76758 1.50796 0.63607  -0.419
C -0.12565 2.28880 1.50139  0.020
C -0.03907 3.78702 1.28858  -1.192
N 1.06009 -3.02935 -1.87598  -0.280
H 2.19750 -1.95647 -0.50221  0.319
H 0.79426 -2.69648 0.23777  0.397
H 0.98838 -0.01394 -0.41123  0.429
H 0.50765 -0.52352 -1.92367  0.460
H -1.44142 -1.76971 -0.15551  0.401
H -1.69846 -0.42059 -1.15520  0.419
H -0.47931 -0.36546 1.62602  0.267
H -2.17499 0.01885 1.24526  0.368
H -1.15703 2.00297 -0.24633  0.304
H 0.13914 1.94978 2.49092  0.364
H -0.88202 4.16007 0.71624  0.352
H 0.03644 4.29766 2.24334  0.346
H 0.83201 4.05839 0.68018  0.278
H 1.84822 -2.79436 -2.48417  0.366
H 1.10461 -4.02495 -1.66152  0.342
H 0.24538 -2.77726 -2.43989  0.351

Computed properties:
Structure (SMILES): C/C=C/CCCC[NH3+]
HOMO-LUMO gap (eV): 8.2
Charge: +1
HOMO energy (eV): -11.92

---

--- b ---
This record from OMol25 describes a 2-piece molecular cluster, C7H16N overall. The level of theory is ωB97M-V/def2-TZVPD.

Each line ends with the Mulliken charge.
Positions of all 24 atoms, in Å:
C -0.70618 1.36002 -1.21837  -0.149
C -1.30729 1.34934 0.18772  -0.824
C -0.28416 1.27858 1.34453  -0.491
C 0.83077 0.30042 1.01870  -0.793
C 0.42164 -1.06407 0.60846  0.546
C 0.52110 -2.23468 1.11124  -0.168
C -0.03379 -3.56865 0.66363  -1.083
N -0.06655 2.66178 -1.38847  -0.510
H -1.40224 1.20948 -2.05021  0.385
H -0.04186 0.48962 -1.13225  -0.051
H -1.90645 0.43659 0.30739  0.312
H -1.95815 2.22637 0.23976  0.440
H 0.09836 2.26031 1.60729  0.381
H -0.82595 0.90576 2.21996  0.338
H 1.38004 0.82294 0.22840  0.367
H 1.57997 0.19095 1.81102  0.497
H 1.87646 -0.21237 -2.61219  -0.287
H 0.95053 -2.28232 2.11359  0.373
H 0.24727 -3.66802 -0.38645  0.323
H -1.12702 -3.60745 0.73712  0.327
H 0.25545 -4.46220 1.21719  0.360
H 0.36461 2.86578 -2.27493  0.223
H 1.90183 -0.58834 -3.24946  0.278
H -0.76838 3.33016 -1.10367  0.205

Computed properties:
HOMO-LUMO gap (eV): 5.2
Charge: +1
HOMO energy (eV): -12.73

---

Relative calculated energies, zero for the most stable structure, unit kcal/mol: a 0.0; b 107.0.

---

--- a ---
This record from OMol25 describes an isolated molecule of C4H8O2S2. The level of theory is ωB97M-V/def2-TZVPD.

Each line ends with the Mulliken charge.
Positions of all 16 atoms, in Å:
C 1.32867 1.17909 -0.98600  -0.866
C 1.04021 0.44779 0.27560  0.675
C 0.12527 0.94387 1.27906  -1.240
C -0.58787 -1.79365 -0.46106  -1.065
O 1.41827 -1.93344 1.38297  -0.650
O 1.99480 -1.76184 -0.97174  -0.568
S 2.73304 1.12876 0.09168  -0.109
S 1.17794 -1.33605 0.07954  1.160
H 1.46447 0.42923 -1.74892  0.312
H 0.91694 2.17943 -1.37582  0.329
H 0.27419 0.64392 2.37874  0.297
H -0.96909 0.84861 0.96811  0.260
H 0.21813 2.07707 1.47040  0.369
H -0.51727 -2.83952 -0.95355  0.312
H -1.24303 -1.50954 0.29894  0.412
H -0.89435 -1.13210 -1.23967  0.372

Computed properties:
Structure (SMILES): C[C@@]1(S(C)(=O)=O)CS1
HOMO-LUMO gap (eV): 9.9
HOMO energy (eV): -9.37

---

--- b ---
This record from OMol25 describes an isolated molecule of C4H8O2S2. The level of theory is ωB97M-V/def2-TZVPD.

Each line ends with the Mulliken charge.
Positions of all 16 atoms, in Å:
C -1.08080 0.47854 0.04731  -0.597
C -2.52839 0.88232 -0.39701  -0.923
C 0.90373 -1.63955 -0.16987  0.083
C 1.78565 -0.57603 0.28354  -1.163
O -4.93809 0.32610 -0.56788  -0.584
O -3.55918 -1.46390 0.41508  -0.652
S -0.75948 -1.28500 -0.34213  0.246
S -3.96463 -0.02018 0.42600  0.533
H -0.42571 1.01227 -0.62979  0.425
H -0.80522 0.71011 1.03127  0.479
H -2.73358 1.86329 -0.09658  0.396
H -2.64975 0.82117 -1.60644  0.305
H 1.28051 -2.57528 -0.46358  0.427
H 2.81906 -0.90991 0.68294  0.325
H 1.41230 -0.00512 1.00248  0.382
H 2.08222 -0.09712 -0.68025  0.317

Computed properties:
HOMO-LUMO gap (alpha / beta) (eV): 4.2 / 4.2
HOMO energy (alpha / beta) (eV): -6.74 / -6.74

---

Relative calculated energies, zero for the most stable structure, unit kcal/mol: a 0.0; b 55.1.

---

--- a ---
This record from OMol25 describes a 2-piece molecular cluster, CH5FN2 overall. The level of theory is ωB97M-V/def2-TZVPD.

Each line ends with the Mulliken charge.
Positions of all 9 atoms, in Å:
C 0.72061 -1.41706 -0.11805  -0.291
N -0.96849 1.41721 0.01405  -0.157
N -0.47707 0.62775 0.94578  -0.482
F 0.84440 -0.83503 -1.33684  -0.236
H 1.67947 -1.55200 0.35964  0.262
H -0.03095 -2.19158 -0.10997  0.221
H -0.38444 1.96639 -0.60820  0.212
H -1.85677 1.10268 -0.34960  0.240
H 0.47323 0.88165 1.20319  0.232

Computed properties:
HOMO-LUMO gap (alpha / beta) (eV): 9.2 / 8.6
HOMO energy (alpha / beta) (eV): -8.10 / -7.53

---

--- b ---
This record from OMol25 describes a 2-piece molecular cluster, CH5FN2 overall. The level of theory is ωB97M-V/def2-TZVPD.

Each line ends with the Mulliken charge.
Positions of all 9 atoms, in Å:
C 0.29166 0.85577 0.57415  -0.640
N 0.78018 -0.27779 -0.18517  -0.391
N -0.74056 -1.21185 -0.93192  -0.166
F -1.57149 -1.08537 0.15620  -0.159
H 1.13244 1.53248 0.76742  0.321
H -0.40024 1.67099 0.03611  0.244
H -0.28841 0.64063 1.51218  0.260
H 1.19576 0.08070 -1.05225  0.274
H -0.39935 -2.20557 -0.87673  0.257

Computed properties:
HOMO-LUMO gap (eV): 9.9
HOMO energy (eV): -9.32

---

Relative calculated energies, zero for the most stable structure, unit kcal/mol: a 0.0; b 15.8.

---

--- a ---
This record from OMol25 describes an isolated molecule of C2H3OPS. The level of theory is ωB97M-V/def2-TZVPD.

Each line ends with the Mulliken charge.
Positions of all 8 atoms, in Å:
C -0.10210 -0.20845 -0.17126  0.317
C 0.77578 0.97509 -0.14431  -0.830
O -2.62618 -1.44644 0.93605  -0.430
P -1.16310 -1.49634 0.95122  0.279
S -0.03793 -1.36701 -1.31487  -0.229
H 1.43555 0.81649 0.74678  0.263
H 1.38543 0.83340 -1.00616  0.307
H 0.33255 1.89326 0.00255  0.322

Computed properties:
HOMO-LUMO gap (eV): 8.2
HOMO energy (eV): -9.12

---

--- b ---
This record from OMol25 describes a 2-piece molecular cluster, C2H3OPS overall. The level of theory is ωB97M-V/def2-TZVPD.

Each line ends with the Mulliken charge.
Positions of all 8 atoms, in Å:
C 1.23328 -0.32872 0.32996  -0.484
C 1.06049 0.68560 -0.42280  -0.222
O -3.21287 -0.89669 0.20750  -0.424
P -1.86042 -0.73312 -0.23119  0.376
S -1.32091 1.25035 0.07673  -0.251
H 2.23307 -0.62561 0.22759  0.236
H 0.56933 -0.78330 0.88634  0.329
H 1.29803 1.43149 -1.07413  0.441

Computed properties:
HOMO-LUMO gap (eV): 8.3
HOMO energy (eV): -9.16

---

Relative calculated energies, zero for the most stable structure, unit kcal/mol: a 0.0; b 36.2.